No. 1
A 6-piece molecular cluster, C35H68BClF9N3O13P2S5 overall at a distorted geometry. Source: the OMol25 dataset; level of theory: ωB97M-V with the def2-TZVPD basis set.

Summary:
* HOMO level: -8.628 eV
* lowest unoccupied orbital energy: 0.3101 eV
* frontier orbital gap: 0.328 Ha

```
! RIJCOSX wB97M-V def2-TZVPD def2/J DEFGRID3
* xyz 0 1
C -0.1374 -4.5662 5.4740
C -1.5465 -5.1760 5.2749
O -2.2788 -5.2763 6.2031
O -1.9671 -5.5829 4.0185
C -1.8911 -7.0253 3.9156
C -0.6621 -7.3721 2.9737
C -1.1731 -8.0096 1.6485
C -1.9515 -6.9857 0.7482
C -0.8923 -6.1754 -0.0825
C -1.5036 -5.5150 -1.3580
C -0.7043 -4.2541 -1.8504
O -0.2261 -3.4279 -0.7862
C -1.1162 -2.3492 -0.4886
C -0.4276 -0.9420 -0.6788
C 0.1986 -0.8904 -2.1165
C 1.6410 -0.3295 -2.2783
C 2.7560 -1.4210 -2.4115
F 2.3529 -2.6268 -1.9435
F 2.9725 -1.6454 -3.7598
C 4.1360 -1.0047 -1.8333
F 4.9967 -2.0271 -2.1278
F 4.1688 -0.8911 -0.4837
C 4.7674 0.3054 -2.4355
F 6.0081 0.0025 -2.9023
F 4.0965 0.8460 -3.4745
C 5.0071 1.4618 -1.3919
F 5.4149 2.5316 -2.1258
F 6.0160 1.2001 -0.5681
F 3.9003 1.8488 -0.7615
O -1.2511 0.2108 -0.4930
C -2.6402 0.1326 -0.6831
C -3.2145 1.4291 -0.0450
C -3.0122 2.6935 -0.6596
C -3.6317 3.7418 0.0530
C -4.3096 3.4716 1.2468
N -4.5247 2.3046 1.8690
C -3.9547 1.3367 1.1354
P -3.2816 0.2239 -2.4632
O -4.9401 0.1895 -2.2624
Cl -2.8388 -1.5344 -3.5289
B 0.6715 -0.8788 0.5314
O 1.7392 -1.7584 0.6527
N 0.4976 0.1453 1.5902
C 1.1119 -0.3525 2.8471
C 1.1529 1.4218 1.2220
P -1.6932 -2.7120 1.2860
N -2.9174 -3.6855 1.1566
O -2.2477 -1.3756 2.0807
O -0.5411 -3.5131 2.1580
H 0.3501 -4.2828 4.5181
H -0.2596 -3.6553 6.0771
H 0.5295 -5.2953 5.9695
H -2.8022 -7.4125 3.4221
H -1.7709 -7.5025 4.9079
H -0.0655 -8.1242 3.5395
H -0.0540 -6.4616 2.8362
H -1.8413 -8.8671 1.8626
H -0.2849 -8.3761 1.0883
H -2.5301 -6.2385 1.3243
H -2.5769 -7.5360 0.0168
H -0.3377 -5.4834 0.5734
H -0.1465 -6.9191 -0.4482
H -1.3733 -6.2588 -2.1775
H -2.5953 -5.3340 -1.3009
H 0.2036 -4.6722 -2.3421
H -1.2364 -3.7011 -2.6503
H -2.0393 -2.4913 -1.0835
H -0.4491 -0.2135 -2.7144
H 0.1601 -1.8485 -2.6741
H 1.9276 0.4888 -1.5905
H 1.6603 0.1479 -3.2837
H -3.2008 -0.6801 -0.1663
H -2.4641 2.8012 -1.6008
H -3.5831 4.7708 -0.3253
H -4.7415 4.3444 1.7697
H -4.0979 0.3135 1.5342
H -5.1700 -0.2456 -1.4194
H 1.4760 -2.6801 0.8119
H 2.2207 -0.3412 2.7663
H 0.8182 -1.4023 3.0323
H 0.8411 0.2777 3.7185
H 2.1802 1.4944 1.6532
H 0.5752 2.2468 1.6943
H 1.2420 1.5672 0.1298
H -3.1349 -3.8580 0.1784
H -1.6978 -1.2568 2.8784
H -0.4874 -3.1636 3.0657
C 3.2797 -3.2489 8.7929
S 1.5416 -3.4411 9.2246
O 0.7625 -3.3965 7.9557
C 1.3669 -1.8349 10.0189
H 3.5956 -4.1354 8.2453
H 3.4105 -2.3668 8.1652
H 3.8718 -3.1555 9.7038
H 1.6192 -1.0428 9.3130
H 2.0209 -1.7870 10.8901
H 0.3316 -1.7225 10.3367
C 3.9193 2.3139 -5.9825
S 2.9502 3.6158 -6.7631
O 1.5726 3.5407 -6.1955
C 2.9017 2.8593 -8.3951
H 4.0411 2.5646 -4.9324
H 3.4000 1.3584 -6.0717
H 4.9001 2.2548 -6.4566
H 2.4479 1.8694 -8.3318
H 3.9148 2.7860 -8.7914
H 2.3030 3.4933 -9.0469
C -6.4138 3.1259 6.2054
S -6.7042 2.7452 4.4682
O -6.2705 3.9291 3.6804
C -8.5023 2.7986 4.5654
H -5.3385 3.1826 6.3667
H -6.8713 4.0835 6.4573
H -6.8324 2.3327 6.8260
H -8.8262 3.7773 4.9219
H -8.8534 2.0162 5.2391
H -8.9027 2.6244 3.5680
C 0.4442 6.3525 -5.4137
S 0.6872 7.7859 -4.3568
O 0.3513 7.3770 -2.9653
C -0.7093 8.7291 -4.9931
H 1.1933 5.6048 -5.1613
H -0.5509 5.9378 -5.2505
H 0.5653 6.6457 -6.4573
H -1.6307 8.1624 -4.8563
H -0.5511 8.9440 -6.0504
H -0.7722 9.6646 -4.4389
C 6.4158 6.7178 -6.6238
S 4.6712 6.4917 -6.2342
O 3.9217 6.5377 -7.5199
C 4.4538 8.0875 -5.4297
H 6.7600 5.8424 -7.1728
H 6.5457 7.6083 -7.2396
H 6.9850 6.8122 -5.6984
H 4.7107 8.8896 -6.1228
H 5.0883 8.1366 -4.5440
H 3.4105 8.1875 -5.1317
*
```

These are the Löwdin partial charges, in e, on atoms 1 to 2: C 0.0115; C -0.5100

---

No. 2
An isolated ion of composition C35H69N4OS2 and charge +1 at a distorted geometry. Source: the OMol25 dataset; level of theory: ωB97M-V with the def2-TZVPD basis set.

Summary:
* HOMO level: -10.787 eV
* lowest unoccupied orbital energy: -2.9066 eV
* frontier orbital gap: 0.290 Ha

```
! RIJCOSX wB97M-V def2-TZVPD def2/J DEFGRID3
* xyz 1 1
C -3.8105 -0.7996 9.4563
C -2.4690 -1.5161 9.1477
C -2.2394 -2.6959 10.0696
C -0.8944 -3.4486 9.8968
C -0.1694 -3.2337 8.5570
C 0.8478 -2.0963 8.6393
C 1.5847 -1.7912 7.3326
C 0.8399 -0.8771 6.3836
N -0.3934 -1.4582 5.7587
C -0.1590 -2.7700 5.1426
C -1.3960 -3.3237 4.4457
C -2.4122 -3.8999 5.4425
C -3.8669 -3.8330 4.9257
C -4.8322 -3.5446 6.0906
C -5.2399 -4.8634 6.8100
C -4.8367 -4.8929 8.2980
C -3.5694 -5.7337 8.5710
C -0.8195 -0.5132 4.8225
S -1.8374 0.6848 5.2221
S -0.1950 -0.6124 3.1524
C -0.2032 1.1116 2.6002
C -1.4795 1.4197 1.7937
C -1.4118 0.8347 0.3610
C -1.2785 1.8519 -0.7018
N -2.0562 2.8796 -1.0100
N -1.6032 3.5734 -2.0859
C -0.5223 2.9597 -2.4604
C 0.3418 3.2899 -3.6148
C -0.4345 2.9779 -4.9420
C -0.3180 4.1065 -5.9689
C 0.9059 3.9706 -6.9035
C 0.5915 4.1754 -8.3810
C 1.6380 3.5040 -9.3028
C 2.4867 4.4998 -10.1251
C 3.9884 4.1242 -10.1160
C 4.7201 4.4871 -11.4154
C 5.9309 3.5667 -11.7047
C 5.9794 3.0565 -13.1654
C 5.8000 1.5444 -13.1899
O 6.2852 1.0386 -14.4161
C 5.8047 -0.2673 -14.6714
N -0.2891 1.8864 -1.6049
H -4.5554 -1.1442 8.7424
H -3.6855 0.2651 9.2852
H -4.1289 -0.9721 10.4788
H -2.4980 -1.7830 8.0921
H -1.6903 -0.7640 9.2485
H -2.2738 -2.3305 11.0943
H -3.0458 -3.4217 9.9633
H -0.1952 -3.1573 10.6805
H -1.0353 -4.5184 10.0327
H -0.8588 -3.1061 7.7300
H 0.3982 -4.1426 8.3450
H 1.6023 -2.4549 9.3418
H 0.4219 -1.2072 9.0985
H 2.5100 -1.2793 7.5956
H 1.8972 -2.7331 6.8835
H 1.4834 -0.4821 5.5896
H 0.5161 -0.0172 6.9669
H 0.1239 -3.5002 5.8914
H 0.6847 -2.7441 4.4385
H -1.0393 -4.1639 3.8483
H -1.8578 -2.6327 3.7449
H -2.3377 -3.3690 6.3871
H -2.1767 -4.9530 5.5853
H -3.9499 -3.0230 4.1986
H -4.1506 -4.7598 4.4356
H -5.7073 -2.9985 5.7484
H -4.3534 -2.9118 6.8349
H -4.8028 -5.7120 6.2955
H -6.3236 -4.9483 6.7655
H -5.6489 -5.3169 8.8862
H -4.6803 -3.8812 8.6666
H -3.3710 -6.3938 7.7293
H -3.6706 -6.3458 9.4605
H -2.6994 -5.0875 8.6826
H -0.0913 1.7950 3.4317
H 0.6483 1.1603 1.9237
H -2.2760 0.8923 2.3060
H -1.7206 2.4810 1.8298
H -0.5461 0.1792 0.2942
H -2.2889 0.2230 0.1693
H -2.8933 3.1120 -0.4952
H 0.6547 4.3256 -3.5720
H 1.1916 2.6159 -3.5533
H 0.0092 2.0786 -5.3611
H -1.4745 2.7988 -4.6875
H -0.2212 5.0472 -5.4261
H -1.2267 4.1873 -6.5580
H 1.6285 4.7363 -6.6205
H 1.4034 3.0159 -6.7349
H -0.3904 3.7883 -8.6526
H 0.5962 5.2354 -8.6201
H 2.3117 2.8793 -8.7196
H 1.1519 2.8290 -10.0045
H 2.4076 5.4845 -9.6665
H 2.1133 4.5623 -11.1431
H 4.4402 4.6327 -9.2679
H 4.0432 3.0427 -9.9918
H 5.1092 5.5001 -11.3200
H 4.0159 4.4919 -12.2442
H 5.8824 2.7310 -11.0118
H 6.8457 4.1224 -11.5187
H 5.1920 3.4995 -13.7702
H 6.9408 3.3022 -13.6050
H 6.3805 1.1088 -12.3707
H 4.7409 1.2906 -13.0757
H 5.9595 -0.9163 -13.8040
H 6.3285 -0.6491 -15.5381
H 4.7262 -0.2269 -14.8544
H 0.4982 1.2607 -1.6751
*
```

These are the Löwdin partial charges, in e, on atoms 1 to 2: C -0.0883; C -0.2580

---

No. 3
A 4-piece molecular cluster, C35H70BN5O6 overall at a distorted geometry. Source: the OMol25 dataset; level of theory: ωB97M-V with the def2-TZVPD basis set.

Summary:
* <S²>: 3.76
* HOMO level (spin up / spin down): -4.531 / -4.531 eV
* lowest unoccupied orbital energy (spin up / spin down): 1.8747 / 1.7556 eV
* frontier orbital gap (spin up / spin down): 0.235 / 0.231 Ha

```
! RIJCOSX wB97M-V def2-TZVPD def2/J DEFGRID3
* xyz -1 4
C 2.8623 0.6499 -3.1384
C 3.3535 -0.0086 -4.0267
C 3.9859 -0.8228 -5.0647
C 2.9920 -1.6957 -5.8454
C 2.2217 -2.7111 -4.9779
B 0.5799 -2.5754 -4.9747
O 0.0130 -2.9299 -6.3193
C 0.0122 -1.1028 -4.5262
C 0.0046 0.0031 -5.5793
N -1.0530 1.0267 -5.3755
C -0.0023 -3.6767 -3.8746
O 0.5327 -3.4342 -2.5293
N -0.3208 -2.7412 -1.7687
O 0.1965 -2.3348 -0.7749
H 2.1811 1.0779 -2.4554
H 4.5399 -0.1596 -5.7343
H 4.7109 -1.4801 -4.5759
H 2.3090 -1.0608 -6.4139
H 3.6005 -2.2269 -6.5859
H 2.6124 -2.6829 -3.9511
H 2.4600 -3.7173 -5.3591
H 0.1513 -3.8680 -6.4769
H -1.0273 -1.2484 -4.1887
H 0.5586 -0.7388 -3.6468
H -0.1033 -0.4268 -6.5786
H 0.9690 0.5213 -5.5626
H -0.6363 1.9024 -5.0850
H -1.6574 0.7340 -4.6162
H 0.3085 -4.7039 -4.1063
H -1.0944 -3.6434 -3.8045
C -4.8548 0.0317 0.8643
C -3.3932 0.4061 0.5430
C -2.8880 1.5287 1.4622
C -3.3990 2.9254 1.1097
C -3.1768 3.2343 -0.3704
C -3.7935 2.1774 -1.2891
N -3.2403 0.8442 -0.8802
O -2.0859 0.6195 -1.3598
C -5.3251 2.2348 -1.2257
C -3.4166 2.4264 -2.7431
C -2.5406 -0.8382 0.7708
H -5.4046 -0.2413 -0.0341
H -4.8751 -0.8334 1.5273
H -5.3964 0.8327 1.3664
H -1.7950 1.5361 1.4223
H -3.1637 1.2702 2.4893
H -4.4587 3.0281 1.3649
H -2.8688 3.6619 1.7185
H -3.5984 4.2093 -0.6308
H -2.1030 3.2826 -0.5734
H -5.7603 1.4271 -1.8152
H -5.6462 3.1823 -1.6610
H -5.7344 2.1858 -0.2237
H -2.3436 2.5012 -2.8988
H -3.8754 3.3686 -3.0510
H -3.7978 1.6338 -3.3873
H -2.8005 -1.6280 0.0656
H -2.7477 -1.1867 1.7853
H -1.4749 -0.6537 0.6721
C -4.5415 1.3921 5.3764
C -5.6477 2.4632 5.3225
C -5.0485 3.8683 5.1618
C -4.4215 4.4329 6.4344
C -5.3939 4.3498 7.6083
C -5.9174 2.9307 7.8467
N -6.5029 2.4416 6.5540
O -7.6958 2.8359 6.3582
C -4.8041 2.0174 8.3635
C -7.0264 2.9388 8.8904
C -6.5389 2.1588 4.1252
H -4.7902 0.5870 6.0652
H -4.4176 0.9443 4.3909
H -3.5727 1.7990 5.6653
H -5.8398 4.5453 4.8262
H -4.3080 3.8223 4.3584
H -3.4884 3.9139 6.6700
H -4.1515 5.4764 6.2625
H -4.9242 4.7034 8.5301
H -6.2495 5.0030 7.4117
H -5.1602 0.9901 8.4488
H -4.5161 2.3607 9.3580
H -3.9106 2.0194 7.7486
H -7.8176 3.6359 8.6307
H -6.5979 3.2317 9.8508
H -7.4662 1.9463 8.9930
H -7.0328 1.1928 4.2358
H -5.9048 2.1229 3.2372
H -7.3023 2.9168 3.9745
C 7.6839 -4.9527 -1.4085
C 8.1466 -3.8929 -2.4258
C 9.6008 -3.4674 -2.1757
C 9.7889 -2.5277 -0.9861
C 8.8401 -1.3337 -1.0697
C 7.3740 -1.7518 -1.2011
N 7.2799 -2.6667 -2.3871
O 7.2637 -2.0378 -3.4916
C 6.8776 -2.4054 0.0925
C 6.4760 -0.5503 -1.4548
C 8.0262 -4.4982 -3.8204
H 6.6361 -4.8176 -1.1483
H 7.7858 -5.9451 -1.8473
H 8.2709 -4.9414 -0.4909
H 9.9712 -2.9702 -3.0772
H 10.1969 -4.3752 -2.0447
H 9.6464 -3.0645 -0.0440
H 10.8211 -2.1707 -0.9778
H 8.9378 -0.6972 -0.1861
H 9.1039 -0.7222 -1.9379
H 5.8614 -2.7791 -0.0356
H 6.8598 -1.6408 0.8701
H 7.5014 -3.2176 0.4501
H 6.7905 0.0189 -2.3258
H 6.5102 0.1072 -0.5838
H 5.4403 -0.8522 -1.6131
H 6.9859 -4.7271 -4.0534
H 8.6036 -5.4251 -3.8415
H 8.4056 -3.8281 -4.5854
*
```

These are the Löwdin partial charges, in e, on atoms 1 to 2: C 0.0914; C -0.1467